Entry from the Open Molecules 2025 dataset: C18H20ClNO2 in the gas phase (ωB97M-V with the def2-TZVPD basis set).

Last columns: bonded neighbours and bond lengths (Å).
CARTESIAN COORDINATES (ANGSTROEM)
1 C 1.98 2.02 -1.04  C2 1.530, H23 1.086, H24 1.088, H25 1.088
2 C 2.14 0.65 -0.37  C1 1.530, N3 1.448, C17 1.515, H26 1.097
3 N 1.42 -0.34 -1.14  C2 1.448, C4 1.347, H27 1.009
4 C 1.92 -1.57 -1.37  N3 1.347, O5 1.213, C6 1.526
5 O 2.98 -1.96 -0.93  C4 1.213
6 C 1.05 -2.45 -2.27  C4 1.526, C7 1.538, H28 1.092, H29 1.090
7 C -0.38 -2.69 -1.74  C6 1.538, C8 1.533, H30 1.092, H31 1.091
8 C -1.45 -1.86 -2.46  C7 1.533, O9 1.416, H32 1.094, H33 1.096
9 O -1.42 -0.48 -2.15  C8 1.416, C10 1.365
10 C -2.01 -0.02 -1.01  O9 1.365, C11 1.390, C16 1.397
11 C -2.64 -0.81 -0.05  C10 1.390, C12 1.385, H34 1.078
12 C -3.18 -0.23 1.09  C11 1.385, C13 1.383, H35 1.079
13 C -3.08 1.14 1.27  C12 1.383, Cl14 1.728, C15 1.387
14 Cl -3.72 1.86 2.71  C13 1.728
15 C -2.47 1.94 0.32  C13 1.387, C16 1.378, H36 1.078
16 C -1.95 1.36 -0.81  C10 1.397, C15 1.378, H37 1.079
17 C 1.70 0.73 1.08  C2 1.515, C18 1.386, C22 1.390
18 C 0.50 0.19 1.52  C17 1.386, C19 1.384, H38 1.078
19 C 0.11 0.32 2.84  C18 1.384, C20 1.383, H39 1.080
20 C 0.92 0.99 3.74  C19 1.383, C21 1.385, H40 1.080
21 C 2.13 1.52 3.31  C20 1.385, C22 1.382, H41 1.080
22 C 2.51 1.39 1.99  C17 1.390, C21 1.382, H42 1.081
23 H 2.58 2.76 -0.53  C1 1.086
24 H 2.29 1.97 -2.08  C1 1.088
25 H 0.93 2.33 -1.00  C1 1.088
26 H 3.19 0.35 -0.39  C2 1.097
27 H 0.54 -0.08 -1.55  N3 1.009
28 H 1.01 -1.98 -3.26  C6 1.092
29 H 1.57 -3.40 -2.37  C6 1.090
30 H -0.41 -2.48 -0.67  C7 1.092
31 H -0.64 -3.74 -1.88  C7 1.091
32 H -1.28 -1.90 -3.54  C8 1.094
33 H -2.45 -2.27 -2.25  C8 1.096
34 H -2.72 -1.88 -0.16  C11 1.078
35 H -3.66 -0.84 1.83  C12 1.079
36 H -2.40 3.01 0.47  C15 1.078
37 H -1.47 1.96 -1.57  C16 1.079
38 H -0.14 -0.34 0.83  C18 1.078
39 H -0.83 -0.10 3.16  C19 1.080
40 H 0.62 1.09 4.77  C20 1.080
41 H 2.77 2.04 4.01  C21 1.080
42 H 3.46 1.80 1.67  C22 1.081

Calculated values
- SMILES string = C[C@H](NC(=O)CCCOc1ccc(Cl)cc1)c1ccccc1
- gap between HOMO and LUMO (eV) = 9.507
- total charge = 0
- energy relative to the best compared isomer or geometry (same formula, charge and spin) (kcal/mol) = 1.9
- strongest force on any atom (eV/Å) = 0.598
- electronic energy (Eh) = -1363.36109
- spin multiplicity = 1
- LUMO (eV) = 0.69